{
  "formula": "C5H9NO",
  "method": "wB97M-V/def2-TZVPD",
  "energy_ev": -8864.44787,
  "e_above_lowest_kcal_mol": 109.9,
  "largest_force_ev_per_a": 0.42,
  "spin_multiplicity": 1,
  "gap_ev": 8.5,
  "symbols": ["C", "C", "C", "C", "O", "C", "N", "H", "H", "H", "H", "H", "H", "H", "H", "H"],
  "positions_angstrom": [[-1.88, 0.03, 1.44], [-0.47, 0.37, 1.16], [0.72, -1.23, -1.12], [-0.28, 1.19, -0.04], [1.05, 1.15, -0.55], [1.60, -0.11, -0.62], [2.82, -0.31, -0.39], [-2.16, 0.56, 2.36], [-2.64, 0.23, 0.66], [-1.91, -1.02, 1.73], [1.11, -2.18, -0.76], [-0.33, -1.15, -0.83], [0.74, -1.24, -2.22], [-0.43, 2.21, 0.35], [-1.01, 1.06, -0.86], [3.25, 0.57, -0.09]]
}